The molecule C3H9N3 at a distorted geometry, computed with ωB97M-V with the def2-TZVPD basis set.

The geometry in XYZ format:
```
15
Properties=species:S:1:pos:R:3:forces:R:3:nbo_charge:R:1
C 0.1230 0.2722 -1.0217 1.1 0.7 -1.7 -0.212
C -0.2417 -0.7953 0.0586 -1.4 1.3 -0.5 -0.500
C 0.3436 -0.2640 1.3558 1.2 -1.3 0.4 0.447
H -0.8464 1.0685 -2.7759 0.3 -0.7 0.8 0.363
H -0.4085 -0.5320 -3.0178 -0.9 1.9 2.4 0.357
H 1.2836 0.2851 -1.2378 -2.1 -0.4 0.1 0.180
H -0.0170 1.3306 -0.6675 -0.2 -1.1 0.2 0.192
H -1.3838 -0.7668 0.0909 1.5 -0.3 0.1 0.231
H 0.0731 -1.8327 -0.1674 0.1 0.7 0.0 0.232
H -1.1793 1.0067 1.6939 -0.2 -1.0 -0.1 0.363
H -0.1275 1.0345 2.8577 -0.2 -1.7 -0.5 0.380
H 2.2061 -0.9089 1.1216 -0.9 0.1 0.0 0.345
N -0.7909 0.1772 -2.2480 1.9 -1.4 -1.6 -0.859
N -0.5948 0.3350 2.2118 0.6 2.8 0.4 -0.808
N 1.5604 -0.4101 1.7459 -0.7 0.5 -0.1 -0.711
```
Forces are in eV/Å.

Computed properties:
- Charge: 0
- Frontier orbital gap: 10.3307 eV
- Energy above the lowest of the compared OMol25 structures with the same formula, charge and spin: 107.1 kJ/mol
- Lowest unoccupied orbital energy: 0.85 eV
- E_tot: -7726.4638 eV
- Structure (SMILES): [H]/N=C(/N)CCN